This record from the Open Molecules 2025 dataset describes a structure of composition C42H35AuN5O4P2Se2 in a non-equilibrium geometry. The level of theory is ωB97M-V/def2-TZVPD.

Structure (XYZ):
```
91
Properties=species:S:1:pos:R:3:forces:R:3
Au 0.309 0.618 -0.263 1.09 -1.23 -0.30
Se -1.852 -2.097 0.297 -0.56 0.44 0.10
Se -6.704 1.927 0.905 0.04 0.06 -0.12
P -3.378 -0.686 -0.059 -0.20 -1.18 0.36
P -5.015 3.086 0.402 -0.86 0.07 0.26
O 0.519 -1.436 -1.036 -1.25 1.71 -0.67
O 7.397 -0.447 -0.084 1.17 0.86 -0.06
O 1.793 -3.258 -0.983 -0.26 -0.09 -0.16
O 6.709 -2.584 0.143 0.39 -1.30 0.06
N 2.513 0.060 -0.042 -2.38 0.61 0.06
N -2.770 3.119 -0.919 0.46 0.02 -0.39
N -1.723 2.489 -1.321 0.77 0.72 -0.55
N -1.743 1.237 -0.919 1.12 -0.48 1.02
N 1.831 4.763 -1.228 0.03 -0.03 -0.17
C 4.796 0.430 0.450 -0.72 -0.03 -0.15
C -5.577 -1.119 -4.069 0.01 -0.04 -0.03
C -4.188 -0.383 2.528 -0.06 0.05 -0.10
C -0.746 3.125 2.986 0.28 0.01 -0.07
C 5.091 -0.864 0.046 1.29 -0.48 0.00
C -5.931 -0.114 -3.182 -0.10 0.03 -0.06
C -5.271 0.004 -1.975 0.07 0.02 0.03
C -4.552 -1.995 -3.750 -0.05 -0.03 -0.13
C -4.529 3.998 1.893 0.03 -0.17 -0.22
C -4.720 5.892 3.343 -0.03 0.15 0.07
C -0.757 4.409 2.480 -0.10 0.13 0.03
C -4.150 5.162 4.372 -0.03 0.03 0.10
C -4.433 5.365 -1.123 -0.12 0.08 -0.03
C -5.814 -1.463 1.116 0.14 0.12 -0.06
C -2.881 1.032 -0.207 -0.52 0.40 0.26
C -4.713 6.289 -2.110 0.11 0.16 0.02
C 3.101 4.091 -1.156 0.04 0.00 0.09
C -6.647 -1.613 2.211 -0.07 -0.08 0.05
C -3.887 -1.882 -2.540 0.08 -0.06 0.14
C 0.220 3.624 0.409 0.28 -0.25 -0.52
C 3.481 0.850 0.394 0.68 0.96 0.49
C -5.028 -0.526 3.614 0.04 0.04 0.09
C 0.188 2.319 0.899 -0.40 0.29 -0.14
C -6.264 -1.132 3.452 -0.06 -0.02 0.03
C -5.879 6.195 -2.854 -0.07 0.00 -0.02
C 2.786 -1.186 -0.403 -0.37 -1.55 -0.48
C -0.282 2.091 2.189 0.14 -0.72 0.05
C -5.340 4.336 -0.880 0.02 -0.21 0.24
C 4.074 -1.703 -0.369 -0.70 0.66 0.11
C -6.502 4.234 -1.627 0.00 -0.10 0.14
C -3.945 3.268 2.919 -0.01 0.08 -0.10
C 0.646 3.954 -1.011 0.05 0.25 -0.32
C -0.283 4.650 1.206 0.03 -0.09 0.32
C -4.595 -0.820 1.274 0.09 0.19 -0.18
C 6.609 -1.374 0.036 -1.94 0.71 0.07
C -3.547 2.268 -0.222 0.33 -0.90 0.15
C -4.256 -0.888 -1.646 0.10 0.03 0.19
C -3.765 3.850 4.159 -0.01 -0.11 0.07
C 1.595 -2.068 -0.855 2.03 0.04 0.49
C -4.927 5.311 2.105 0.09 -0.02 -0.15
C 1.868 6.072 -0.634 0.00 -0.12 -0.06
C -6.768 5.162 -2.618 -0.05 0.07 -0.14
H 0.951 6.605 -0.880 -0.07 0.14 0.03
H -7.604 -2.104 2.098 -0.06 -0.02 -0.03
H -4.016 7.089 -2.307 0.09 0.11 0.00
H -4.265 -2.765 -4.450 0.03 -0.07 -0.03
H 0.794 3.017 -1.553 -0.08 0.16 -0.08
H -6.717 0.584 -3.433 -0.08 0.05 -0.01
H -0.191 4.480 -1.484 0.08 -0.15 0.03
H 5.583 1.085 0.788 0.09 0.06 -0.05
H -5.396 5.868 1.306 -0.04 0.05 0.03
H -0.358 5.651 0.810 0.09 0.07 -0.15
H -0.304 1.081 2.580 -0.06 -0.10 -0.01
H -4.021 5.611 5.347 0.04 0.04 0.04
H -5.020 6.915 3.511 -0.05 0.13 0.01
H -3.518 5.420 -0.553 -0.01 0.09 -0.03
H -3.076 -2.552 -2.288 0.05 -0.04 0.06
H -6.112 -1.821 0.140 -0.05 -0.02 -0.04
H -3.332 3.278 4.965 0.07 -0.07 0.10
H 1.989 6.057 0.461 0.02 0.06 0.02
H -5.541 0.789 -1.283 -0.14 -0.01 0.00
H -4.724 -0.171 4.589 0.03 0.04 0.05
H -6.927 -1.234 4.300 -0.03 -0.03 0.03
H 4.255 -2.726 -0.662 -0.01 0.00 0.05
H -6.098 -1.216 -5.012 0.00 0.01 -0.05
H -1.179 5.218 3.060 -0.02 0.07 0.06
H 3.460 3.948 -0.125 0.08 -0.06 0.04
H 2.714 6.614 -1.063 -0.06 0.08 0.06
H -3.204 0.061 2.631 0.03 0.00 0.10
H -6.099 6.937 -3.610 0.02 0.01 -0.09
H -1.122 2.931 3.981 0.06 -0.13 0.00
H -7.196 3.431 -1.410 -0.02 -0.01 -0.01
H 3.032 3.121 -1.643 0.04 -0.10 0.00
H 3.186 1.845 0.692 -0.02 0.06 0.07
H -3.650 2.246 2.728 0.02 -0.06 0.10
H -7.669 5.074 -3.206 -0.13 0.02 -0.06
H 3.845 4.687 -1.693 0.04 -0.07 0.09
```
Positions in Å, forces in eV/Å.

* charge: -1

This record from the Open Molecules 2025 dataset describes a cluster of 3 separate species, C42H35B3N4O7S in total in a non-equilibrium geometry. The level of theory is ωB97M-V/def2-TZVPD.

Structure (XYZ):
```
92
Properties=species:S:1:pos:R:3:forces:R:3
S -4.365 2.506 1.641 0.22 0.02 0.31
O -6.603 1.298 -4.372 0.01 0.01 -0.01
O -3.024 5.106 -5.530 -0.01 -0.01 0.00
O 2.621 -1.094 5.109 -0.65 0.28 0.00
O 5.749 -0.146 0.670 0.00 -0.01 0.02
O -1.076 -5.502 0.972 0.60 -0.24 -0.01
O -4.070 -2.183 1.599 0.52 -0.79 -0.62
O 7.702 3.956 -2.161 0.00 -0.01 0.01
N -3.924 -4.312 2.752 -0.49 1.15 0.04
N -2.557 -0.471 3.467 0.11 0.03 0.00
N -3.206 1.724 4.026 0.72 -0.36 -0.49
N 0.113 0.189 4.152 -0.50 -0.21 -0.35
C 6.258 2.095 -2.113 0.00 -0.06 0.10
C 4.410 0.367 -3.255 0.02 0.05 -0.01
C -3.687 2.088 2.978 -0.66 0.03 0.10
C 7.774 2.727 -0.153 -0.06 -0.10 0.01
C -4.107 4.556 -1.531 -0.02 -0.02 0.01
C -3.856 4.263 -5.270 0.14 0.13 -0.04
C -4.214 -4.449 4.176 0.40 -0.94 0.08
C -4.270 4.004 -3.862 -0.08 -0.08 -0.03
C 3.457 -2.159 2.957 -0.61 -0.35 0.17
C -5.072 3.599 -1.237 -0.08 0.05 -0.01
C -5.647 1.964 -8.386 0.03 0.04 0.01
C -1.456 -6.255 3.357 0.41 0.38 -0.53
C -5.983 1.703 -7.068 -0.04 -0.05 -0.14
C 7.280 3.010 -1.530 0.06 0.15 -0.10
C 8.693 2.248 2.423 0.01 0.03 -0.04
C 4.882 1.460 -3.974 -0.01 -0.04 0.03
C -5.625 2.832 -2.247 -0.02 0.01 0.14
C -5.816 2.182 -4.637 -0.13 -0.14 0.05
C 5.804 2.322 -3.405 -0.07 -0.02 -0.13
C -4.167 3.721 -7.674 0.01 -0.01 -0.15
C -0.872 -3.650 2.770 0.44 0.04 -0.21
C -4.497 3.461 -6.350 -0.07 -0.05 0.07
C 4.004 -3.558 3.344 -0.27 0.26 0.06
C 8.765 3.534 0.391 0.10 0.06 0.09
C 0.784 -2.050 3.595 0.61 -0.35 0.39
C -5.070 -4.707 1.948 -0.24 -0.56 0.01
C 0.464 -3.308 3.136 -0.73 0.59 -0.04
C 9.226 3.292 1.674 -0.03 -0.04 0.02
C -5.417 2.455 -6.047 0.07 0.09 0.04
C -1.552 -1.388 3.350 -0.02 -0.28 -0.15
C -3.708 4.759 -2.840 0.03 0.05 0.12
C 4.848 0.145 -1.961 -0.09 -0.06 -0.09
C 7.251 1.668 0.593 0.00 0.06 -0.10
C 5.768 1.010 -1.383 0.08 0.09 -0.01
C -2.198 0.693 3.884 -0.36 0.04 0.39
C -0.870 1.034 4.212 0.33 0.53 0.36
C -0.233 -1.058 3.713 0.40 -0.56 0.00
C 6.215 0.765 0.017 -0.08 -0.14 0.10
C -4.744 2.977 -8.689 -0.03 -0.04 0.03
C -1.870 -2.691 2.855 -0.10 -0.12 0.16
C 7.709 1.438 1.884 0.08 0.01 0.12
C -5.223 3.027 -3.563 0.07 0.07 -0.08
B -1.126 -5.141 2.286 -0.90 0.11 0.71
B 2.293 -1.736 3.950 0.49 0.29 -0.29
B -3.341 -3.044 2.394 -0.08 0.09 0.00
H -3.670 5.146 -0.735 0.00 -0.01 0.01
H -6.688 0.920 -6.827 0.00 0.02 0.10
H 10.001 3.919 2.094 0.00 0.01 0.00
H -3.462 4.508 -7.904 0.03 0.02 0.10
H 4.532 1.637 -4.983 0.00 0.00 -0.01
H 1.233 -4.062 3.035 0.16 -0.01 0.05
H -4.489 3.185 -9.720 0.00 0.00 -0.01
H 3.871 -3.735 4.410 0.20 -0.11 0.13
H 3.030 -2.198 1.956 0.38 0.12 -0.27
H -0.744 -7.071 3.222 -0.11 -0.24 0.11
H -4.316 -5.508 4.423 -0.05 -0.08 0.08
H 7.295 0.622 2.460 -0.05 -0.04 -0.08
H 3.395 -0.537 5.002 0.37 -0.30 0.20
H -6.008 -4.269 2.300 -0.04 0.17 0.05
H 3.481 -4.355 2.822 -0.04 -0.09 -0.08
H 4.286 -1.454 2.990 -0.01 0.22 -0.17
H 9.051 2.065 3.427 0.00 0.00 0.00
H -6.371 2.083 -2.022 0.00 -0.04 -0.10
H 3.697 -0.310 -3.706 -0.01 0.00 0.00
H 5.059 -3.638 3.104 0.14 -0.10 -0.01
H -3.464 -1.750 0.989 -0.19 0.62 0.18
H 6.178 3.170 -3.961 0.07 0.03 0.07
H -0.525 -4.920 0.441 -0.36 0.27 -0.18
H 9.173 4.346 -0.193 -0.07 -0.01 -0.08
H -5.197 -5.791 1.983 0.05 -0.11 0.12
H -3.399 -4.066 4.785 0.07 0.17 -0.02
H -2.962 5.505 -3.077 -0.01 -0.01 -0.10
H -5.149 -3.964 4.462 -0.04 0.21 -0.05
H 4.480 -0.700 -1.395 0.05 0.03 0.09
H -1.388 -5.874 4.371 -0.07 -0.06 0.16
H -0.661 2.046 4.529 0.05 0.11 0.08
H -4.947 -4.442 0.906 0.15 0.16 -0.09
H -2.466 -6.610 3.163 -0.06 -0.23 0.04
H -6.092 1.379 -9.180 0.00 0.00 -0.01
H -5.387 3.450 -0.209 -0.13 0.18 -0.49
```
Positions in Å, forces in eV/Å.

Gap between HOMO and LUMO values (in eV) by entry order: 5.3 7.9.
HOMO energy values (in eV) by entry order: -5.55 -8.94.